Entry 1:
ORCA calculation (ωB97M-V/def2-TZVPD) on a cluster of 8 separate species, C22H64N4O8 in total at a distorted geometry.

Geometry as XYZ:
```
98
Properties=species:S:1:pos:R:3:lowdin_charge:R:1
C -4.287 1.769 -1.893 -0.054
C -3.100 0.816 -1.730 -0.456
C -3.486 -0.609 -2.109 -0.052
O -1.991 1.270 -2.521 -0.079
H -4.576 1.877 -2.939 0.082
H -4.020 2.746 -1.474 0.078
H -5.146 1.458 -1.293 0.083
H -2.821 0.844 -0.673 0.127
H -4.077 -1.123 -1.357 0.087
H -2.571 -1.223 -2.146 0.069
H -3.887 -0.654 -3.125 0.077
H -2.253 1.299 -3.450 0.089
C -1.726 1.655 2.192 -0.062
C -0.775 1.971 3.319 -0.470
C -1.210 3.158 4.168 -0.054
O -0.763 0.754 4.130 -0.076
H -1.156 1.137 1.413 0.061
H -2.187 2.533 1.744 0.080
H -2.476 0.939 2.526 0.087
H 0.239 2.119 2.927 0.122
H -0.606 3.268 5.071 0.075
H -2.260 3.075 4.436 0.084
H -1.031 4.074 3.589 0.083
H -0.112 0.944 4.819 0.077
O 0.618 0.553 -1.429 -0.109
H 1.165 1.378 -1.521 0.009
H -0.311 0.866 -1.381 0.025
O 0.522 -2.316 -1.445 -0.124
H 1.360 -2.486 -0.932 0.008
H 0.518 -1.350 -1.621 -0.013
C 2.156 -0.043 -4.529 -0.065
C 0.790 0.120 -5.177 -0.412
C -0.095 -1.038 -4.759 -0.226
O -1.351 -0.885 -5.350 -0.176
C -2.260 -1.863 -4.927 -0.123
N 0.210 1.398 -4.722 0.053
H 2.733 -0.770 -5.108 0.079
H 2.044 -0.424 -3.509 0.061
H 2.727 0.880 -4.482 0.069
H 0.934 0.095 -6.258 0.138
H -0.154 -0.991 -3.661 0.103
H 0.283 -2.037 -5.009 0.138
H -2.429 -1.801 -3.841 0.045
H -2.007 -2.917 -5.130 0.096
H -3.206 -1.684 -5.444 0.093
H -0.664 1.548 -5.220 0.064
H -0.010 1.303 -3.730 0.034
C 0.278 3.943 -0.693 -0.050
C 1.792 4.021 -0.846 -0.405
C 2.518 3.770 0.475 -0.229
O 2.161 4.773 1.391 -0.180
C 2.839 4.694 2.632 -0.099
N 2.224 2.972 -1.817 0.030
H 0.050 3.075 -0.076 0.064
H -0.226 3.914 -1.658 0.081
H -0.094 4.832 -0.181 0.082
H 2.062 5.021 -1.216 0.141
H 3.594 3.657 0.250 0.126
H 2.209 2.774 0.850 0.125
H 3.924 4.646 2.479 0.089
H 2.539 3.811 3.218 0.082
H 2.583 5.582 3.206 0.088
H 2.009 3.304 -2.766 0.092
H 3.250 2.980 -1.890 0.089
C 3.876 -0.519 -0.151 -0.052
C 3.437 -1.529 0.880 -0.408
C 2.404 -1.042 1.884 -0.185
O 2.408 -2.027 2.913 -0.186
C 1.518 -1.764 3.962 -0.104
N 2.888 -2.741 0.206 0.038
H 4.619 -0.926 -0.830 0.079
H 4.210 0.411 0.327 0.076
H 3.018 -0.165 -0.737 0.061
H 4.283 -1.877 1.493 0.139
H 1.415 -0.883 1.445 0.121
H 2.794 -0.115 2.336 0.129
H 0.485 -2.069 3.730 0.056
H 1.395 -0.692 4.169 0.071
H 1.820 -2.286 4.865 0.093
H 2.596 -3.403 0.928 0.086
H 3.594 -3.234 -0.334 0.090
C -1.304 -2.159 1.832 -0.055
C -0.887 -3.636 1.751 -0.440
C -1.760 -4.479 2.654 -0.223
O -1.738 -3.904 3.940 -0.178
C -2.501 -4.654 4.797 -0.147
N -0.926 -4.189 0.404 0.048
H -2.384 -2.065 1.749 0.083
H -0.724 -1.574 1.118 0.060
H -1.007 -1.765 2.815 0.046
H 0.117 -3.706 2.181 0.127
H -1.350 -5.496 2.687 0.131
H -2.784 -4.504 2.250 0.128
H -1.933 -5.535 5.114 0.091
H -3.434 -5.027 4.351 0.088
H -2.810 -4.070 5.661 0.088
H -1.894 -4.207 0.078 0.070
H -0.451 -3.567 -0.266 0.029
```

Results
E_HOMO (eV): -8.49
Molar mass (g/mol): 512.77
E_LUMO (eV): 0.578
Gap between HOMO and LUMO (eV): 9.0638
Energy relative to the best compared isomer or geometry (same formula, charge and spin) (eV): 0.000

***

Entry 2:
ORCA calculation (ωB97M-V/def2-TZVPD) on a structure of composition C22H65AlBBrFN9O5P3 at a distorted geometry.

Geometry as XYZ:
```
108
Properties=species:S:1:pos:R:3:lowdin_charge:R:1
O 9.845 -6.031 -5.278 0.031
B 11.136 -5.467 -5.461 -0.797
O 12.229 -6.298 -5.255 0.113
C 11.255 -3.974 -5.838 -0.107
Al 10.024 -2.976 -4.524 0.270
F 10.914 -1.712 -3.690 -0.305
C 8.491 -2.170 -5.599 -0.264
C 7.102 -2.528 -5.043 -0.393
C 6.712 -3.981 -5.249 -0.609
Br 6.568 -4.522 -7.128 0.563
H 9.745 -6.197 -4.333 0.066
H 11.890 -7.181 -5.068 0.080
H 10.853 -3.806 -6.840 0.042
H 12.296 -3.649 -5.743 0.034
H 9.423 -4.052 -3.455 -0.024
H 8.569 -2.549 -6.624 0.012
H 8.593 -1.081 -5.669 0.041
H 6.342 -1.906 -5.529 0.077
H 7.073 -2.348 -3.963 0.095
H 5.727 -4.151 -4.815 0.042
H 7.390 -4.677 -4.761 0.026
O 3.804 -0.671 -5.552 -0.286
P 2.717 0.328 -5.304 0.665
N 3.612 1.776 -5.129 -0.327
C 3.595 2.683 -4.003 -0.129
C 4.479 2.139 -6.241 -0.126
N 2.115 -0.264 -3.815 -0.310
C 1.730 0.555 -2.680 -0.139
C 2.670 -1.532 -3.345 -0.131
N 1.191 1.123 -5.589 -0.280
C 0.159 0.149 -6.025 -0.132
C 1.163 2.227 -6.558 -0.138
H 2.578 2.953 -3.702 0.064
H 4.079 3.626 -4.261 0.075
H 4.119 2.273 -3.134 0.078
H 3.908 2.501 -7.110 0.062
H 5.078 1.287 -6.569 0.075
H 5.175 2.928 -5.960 0.077
H 2.599 0.886 -2.099 0.075
H 1.087 -0.015 -2.004 0.066
H 1.143 1.423 -2.973 0.066
H 3.675 -1.412 -2.924 0.088
H 2.722 -2.260 -4.149 0.069
H 2.021 -1.952 -2.574 0.076
H 0.394 -0.285 -7.003 0.081
H -0.816 0.634 -6.090 0.075
H 0.075 -0.664 -5.306 0.073
H 1.531 1.939 -7.547 0.083
H 1.742 3.078 -6.203 0.071
H 0.136 2.579 -6.665 0.078
O -0.788 0.849 0.002 -0.296
P -1.527 1.129 1.275 0.666
N -2.884 0.099 1.131 -0.325
C -4.279 0.480 1.190 -0.119
C -2.606 -1.318 0.941 -0.126
N -1.910 2.781 1.019 -0.312
C -3.182 3.400 1.336 -0.142
C -1.332 3.414 -0.163 -0.136
N -1.701 1.371 2.987 -0.274
C -0.508 2.064 3.543 -0.128
C -1.931 0.188 3.829 -0.131
H -4.503 1.107 2.059 0.060
H -4.914 -0.398 1.303 0.079
H -4.601 1.007 0.285 0.076
H -2.239 -1.793 1.862 0.065
H -1.852 -1.473 0.166 0.071
H -3.499 -1.858 0.632 0.077
H -3.943 3.196 0.574 0.074
H -3.063 4.486 1.395 0.076
H -3.557 3.090 2.310 0.060
H -1.852 3.124 -1.084 0.085
H -0.281 3.162 -0.270 0.068
H -1.389 4.501 -0.064 0.076
H 0.392 1.445 3.472 0.082
H -0.672 2.313 4.592 0.076
H -0.323 2.994 3.009 0.072
H -1.151 -0.572 3.719 0.084
H -2.898 -0.269 3.629 0.065
H -1.962 0.493 4.876 0.077
O -5.557 0.056 5.010 -0.306
P -6.077 0.253 6.410 0.681
N -7.486 -0.719 6.380 -0.329
C -8.845 -0.289 6.627 -0.127
C -7.295 -2.133 6.087 -0.127
N -6.438 1.928 6.279 -0.312
C -7.640 2.566 6.783 -0.144
C -5.996 2.606 5.063 -0.138
N -6.015 0.426 8.144 -0.278
C -4.736 1.053 8.573 -0.126
C -6.178 -0.784 8.965 -0.130
H -8.934 0.299 7.546 0.066
H -9.501 -1.148 6.771 0.077
H -9.250 0.298 5.797 0.078
H -6.842 -2.672 6.931 0.065
H -6.647 -2.272 5.218 0.071
H -8.241 -2.622 5.861 0.078
H -8.495 2.419 6.114 0.073
H -7.479 3.644 6.874 0.077
H -7.900 2.221 7.781 0.066
H -6.639 2.375 4.205 0.087
H -4.975 2.335 4.809 0.060
H -6.008 3.688 5.219 0.078
H -3.876 0.409 8.363 0.081
H -4.757 1.260 9.642 0.079
H -4.583 2.000 8.057 0.073
H -5.450 -1.564 8.726 0.085
H -7.180 -1.197 8.868 0.073
H -6.059 -0.517 10.016 0.082
```

Results
E_HOMO (eV): -4.36
Molar mass (g/mol): 765.44
E_LUMO (eV): 1.003
Net charge: -1
Gap between HOMO and LUMO (eV): 5.3674

***

Entry 3:
ORCA calculation (ωB97M-V/def2-TZVPD) on a cluster of 10 separate species, C22H65N2O11PS9 in total.

Geometry as XYZ:
```
110
Properties=species:S:1:pos:R:3:lowdin_charge:R:1
C 0.739 0.296 -2.383 -0.071
C 2.195 0.724 -2.659 -0.443
C 2.232 1.956 -3.586 -0.060
C 2.988 0.973 -1.357 -0.313
P 4.625 0.136 -1.352 0.942
N 4.792 -0.344 0.295 -0.165
O 4.187 -1.404 -2.003 -0.389
N 4.993 -1.717 -3.112 -0.108
O 4.626 -2.689 -3.644 0.043
H 0.401 -0.393 -3.154 0.083
H 0.679 -0.244 -1.442 0.053
H 0.072 1.148 -2.329 0.059
H 2.665 -0.082 -3.216 0.090
H 2.552 2.852 -3.067 0.072
H 2.910 1.793 -4.421 0.076
H 1.250 2.126 -4.020 0.040
H 3.242 2.028 -1.293 0.071
H 2.401 0.721 -0.473 0.076
H 4.094 0.094 0.886 0.032
H 4.716 -1.347 0.395 0.010
C -2.642 -0.502 0.966 -0.271
S -2.505 0.101 -0.719 0.796
O -1.812 1.421 -0.654 -0.559
C -4.247 0.443 -0.942 -0.278
H -1.642 -0.748 1.319 0.025
H -3.080 0.276 1.592 0.062
H -3.264 -1.397 0.982 0.053
H -4.583 1.154 -0.190 0.058
H -4.810 -0.489 -0.871 0.058
H -4.374 0.878 -1.927 0.025
C 1.803 -4.641 1.737 -0.265
S 1.525 -2.890 1.451 0.812
O 0.065 -2.714 1.225 -0.555
C 2.312 -2.827 -0.157 -0.278
H 1.344 -4.901 2.688 0.044
H 1.344 -5.216 0.933 0.060
H 2.875 -4.833 1.783 0.054
H 1.831 -3.529 -0.836 0.073
H 3.368 -3.066 -0.049 0.042
H 2.202 -1.816 -0.539 0.018
C -2.474 -3.866 3.276 -0.268
S -3.470 -3.602 4.741 0.809
O -4.522 -2.614 4.358 -0.565
C -2.218 -2.706 5.660 -0.256
H -3.087 -4.381 2.539 0.056
H -2.150 -2.908 2.879 0.031
H -1.612 -4.482 3.524 0.049
H -1.912 -1.828 5.090 0.062
H -1.370 -3.365 5.844 0.060
H -2.650 -2.410 6.613 0.020
C -8.293 1.070 6.450 -0.276
S -7.153 0.708 5.106 0.797
O -7.824 1.138 3.854 -0.551
C -7.306 -1.076 5.203 -0.268
H -8.377 2.151 6.533 0.047
H -9.268 0.639 6.224 0.056
H -7.897 0.661 7.381 0.044
H -8.352 -1.357 5.068 0.061
H -6.937 -1.415 6.170 0.026
H -6.693 -1.511 4.418 0.029
C -5.065 5.357 -1.631 -0.261
S -6.276 4.154 -2.185 0.822
O -5.614 2.822 -2.114 -0.561
C -6.253 4.643 -3.911 -0.265
H -4.896 5.201 -0.568 0.051
H -4.133 5.218 -2.177 0.052
H -5.457 6.361 -1.794 0.053
H -5.240 4.555 -4.306 0.042
H -6.603 5.672 -3.999 0.054
H -6.924 3.985 -4.459 0.048
C -5.265 -2.420 8.262 -0.288
S -4.321 -3.244 9.547 0.808
O -3.239 -3.989 8.852 -0.553
C -5.590 -4.440 9.977 -0.270
H -4.622 -1.661 7.820 0.048
H -5.552 -3.144 7.499 0.058
H -6.144 -1.941 8.695 0.053
H -5.855 -5.019 9.093 0.059
H -6.460 -3.916 10.372 0.053
H -5.178 -5.096 10.740 0.049
C -1.267 3.262 -5.518 -0.259
S -1.461 4.838 -4.682 0.798
O -2.719 5.450 -5.188 -0.563
C -0.097 5.663 -5.511 -0.269
H -2.059 2.604 -5.166 0.055
H -1.355 3.410 -6.595 0.060
H -0.297 2.837 -5.265 0.026
H -0.261 5.645 -6.588 0.058
H 0.835 5.159 -5.254 0.050
H -0.069 6.691 -5.157 0.049
C 8.326 -0.172 -1.380 -0.289
S 8.403 1.489 -0.715 0.789
O 7.171 2.184 -1.170 -0.595
C 9.734 2.060 -1.777 -0.266
H 7.520 -0.690 -0.863 0.020
H 8.113 -0.125 -2.446 0.012
H 9.271 -0.684 -1.204 0.058
H 9.435 1.944 -2.819 0.046
H 10.634 1.480 -1.574 0.056
H 9.908 3.110 -1.552 0.047
C 9.763 0.075 -6.568 -0.266
S 8.878 -0.475 -5.105 0.782
O 9.904 -0.965 -4.147 -0.549
C 8.131 -1.923 -5.859 -0.260
H 10.335 0.958 -6.295 0.050
H 10.436 -0.715 -6.901 0.059
H 9.047 0.327 -7.350 0.054
H 8.915 -2.576 -6.241 0.060
H 7.464 -1.608 -6.661 0.056
H 7.560 -2.437 -5.089 0.042
```

Results
E_HOMO (eV): -8.19
Molar mass (g/mol): 853.34
E_LUMO (eV): 0.178
Gap between HOMO and LUMO (eV): 8.3705

***

Entry 4:
ORCA calculation (ωB97M-V/def2-TZVPD) on a structure of composition C22H66F4O11PbSn at a distorted geometry.

Geometry as XYZ:
```
105
Properties=species:S:1:pos:R:3:lowdin_charge:R:1
Sn 0.290 -0.076 -0.138 1.747
Pb -2.144 2.126 -3.089 1.533
F 0.280 2.192 -2.509 -0.610
F -1.828 -0.454 -2.817 -0.593
F 1.247 2.748 1.136 -0.595
F -2.013 2.068 -0.470 -0.642
C 1.822 0.904 -5.519 -0.079
C 2.394 0.040 -4.402 -0.284
O 2.568 0.953 -3.334 -0.115
H 0.808 1.203 -5.253 0.059
H 1.490 0.251 -6.326 0.069
H 2.411 1.704 -5.967 0.082
H 3.353 -0.415 -4.647 0.120
H 1.680 -0.741 -4.139 0.108
H 1.705 1.337 -3.163 0.014
C -4.722 -2.469 0.164 -0.067
C -3.828 -1.236 0.330 -0.258
O -2.483 -1.497 -0.229 -0.176
H -5.705 -2.379 0.627 0.080
H -4.273 -3.443 0.355 0.076
H -4.840 -2.576 -0.914 0.053
H -3.660 -1.071 1.395 0.074
H -4.297 -0.367 -0.133 0.108
H -2.651 -1.163 -1.113 0.007
C 3.638 0.073 4.536 -0.081
C 3.942 0.951 3.326 -0.305
O 2.949 0.664 2.342 -0.127
H 4.421 -0.079 5.280 0.072
H 3.198 -0.846 4.148 0.055
H 2.851 0.521 5.142 0.052
H 4.968 0.672 3.087 0.093
H 3.955 2.024 3.516 0.116
H 2.749 1.427 1.795 0.024
C -0.434 2.739 5.874 -0.088
C 0.502 2.480 4.728 -0.376
O -0.080 3.011 3.598 -0.083
H -1.408 2.416 5.506 0.062
H -0.404 3.784 6.183 0.076
H -0.307 2.104 6.750 0.067
H 0.617 1.408 4.568 0.092
H 1.443 3.002 4.904 0.111
H 0.431 2.856 2.800 0.017
C -5.125 -1.023 -3.655 -0.108
C -4.078 -1.278 -4.686 -0.292
O -3.357 -2.373 -4.058 -0.103
H -5.786 -0.168 -3.797 0.072
H -4.658 -0.768 -2.705 0.048
H -5.719 -1.924 -3.498 0.086
H -3.441 -0.422 -4.909 0.079
H -4.547 -1.622 -5.608 0.111
H -2.634 -1.934 -3.604 0.010
C 3.017 -4.052 2.470 -0.053
C 1.688 -3.205 2.369 -0.368
O 1.308 -3.213 1.090 -0.090
H 2.719 -5.098 2.403 0.066
H 3.585 -3.967 3.397 0.067
H 3.735 -3.832 1.680 0.066
H 1.909 -2.216 2.771 0.092
H 0.878 -3.633 2.959 0.110
H 1.176 -4.149 0.922 0.097
C 0.744 -4.664 -2.972 -0.071
C -0.473 -3.764 -2.955 -0.345
O -0.183 -2.569 -2.309 -0.135
H 0.588 -5.709 -3.238 0.075
H 1.060 -4.832 -1.942 0.063
H 1.537 -4.208 -3.565 0.076
H -1.292 -4.205 -2.387 0.116
H -0.882 -3.658 -3.959 0.111
H -0.908 -1.952 -2.434 -0.008
C -4.849 2.901 3.602 -0.079
C -3.979 2.867 2.358 -0.322
O -3.921 1.598 1.761 -0.106
H -4.367 2.360 4.416 0.062
H -5.814 2.428 3.414 0.076
H -4.883 3.955 3.875 0.079
H -2.976 3.289 2.430 0.121
H -4.558 3.530 1.715 0.102
H -3.437 1.624 0.932 0.031
C 3.098 5.959 -3.831 -0.091
C 2.651 4.496 -3.792 -0.328
O 1.454 4.529 -3.033 -0.101
H 2.436 6.711 -4.259 0.072
H 4.008 6.030 -4.428 0.064
H 3.349 6.137 -2.785 0.077
H 3.397 3.818 -3.378 0.111
H 2.336 4.200 -4.792 0.094
H 1.146 3.623 -2.956 -0.002
C -2.597 -1.818 3.872 -0.074
C -1.379 -0.958 3.531 -0.271
O -1.601 -0.033 2.451 -0.153
H -2.495 -2.663 3.191 0.072
H -3.538 -1.270 3.825 0.079
H -2.572 -2.220 4.885 0.074
H -0.522 -1.594 3.310 0.095
H -1.202 -0.347 4.416 0.101
H -2.351 0.549 2.591 0.051
C 5.283 -0.177 -0.709 -0.079
C 4.412 -1.290 -1.105 -0.351
O 3.167 -0.730 -1.136 -0.163
H 6.364 -0.261 -0.819 0.075
H 5.244 -0.120 0.379 0.071
H 5.026 0.758 -1.206 0.090
H 4.446 -2.096 -0.372 0.110
H 4.688 -1.791 -2.033 0.119
H 3.043 -0.402 -2.029 0.033
```

Results
E_HOMO (eV): -8.63
Molar mass (g/mol): 908.66
E_LUMO (eV): -1.998
Gap between HOMO and LUMO (eV): 6.6303